ORCA calculation (ωB97M-V/def2-TZVPD) on a structure of composition C38H88INO6SSi.

Last column: Löwdin charge in e.
Element x y z (Å)
C (8.015, -1.089, 2.676)  -0.11
C (7.236, -1.728, 1.509)  -0.25
C (5.808, -1.188, 1.304)  -0.22
C (5.686, -0.043, 0.279)  -0.19
C (5.695, 1.365, 0.907)  -0.21
C (4.290, 1.911, 1.190)  -0.20
C (3.446, 2.184, -0.074)  -0.20
C (2.293, 1.194, -0.313)  -0.25
C (1.099, 1.852, -1.009)  -0.26
C (-0.026, 0.920, -1.446)  -0.27
C (-0.747, 0.055, -0.407)  -1.09
S (0.209, -1.493, -0.029)  0.79
I (-1.082, 1.152, 1.426)  0.99
O (-1.920, -0.340, -1.054)  -0.26
C (-3.150, -0.631, -0.402)  -0.18
C (-3.207, -1.885, 0.468)  -0.36
C (-2.905, -3.143, -0.357)  -0.14
C (-2.152, -4.256, 0.386)  -0.21
C (-1.012, -4.896, -0.429)  -0.23
C (0.239, -5.245, 0.390)  -0.22
C (1.519, -5.268, -0.463)  -0.30
N (2.610, -6.117, 0.011)  -0.02
O (-4.551, -1.852, 0.932)  -0.18
C (-4.850, -2.704, 2.041)  -0.24
Si (-5.348, -1.751, 3.608)  0.53
C (-7.141, -1.213, 3.495)  -0.16
C (-4.220, -0.270, 3.771)  -0.17
C (-5.084, -2.858, 5.099)  -0.19
H (7.556, -0.147, 2.992)  0.05
H (8.034, -1.748, 3.548)  0.07
H (9.047, -0.859, 2.403)  0.06
H (7.184, -2.811, 1.660)  0.10
H (7.796, -1.567, 0.580)  0.10
H (5.149, -2.010, 1.001)  0.10
H (5.439, -0.822, 2.272)  0.11
H (6.488, -0.126, -0.464)  0.11
H (4.751, -0.171, -0.280)  0.09
H (6.226, 2.069, 0.254)  0.11
H (6.249, 1.338, 1.853)  0.09
H (4.390, 2.831, 1.776)  0.10
H (3.762, 1.195, 1.836)  0.11
H (4.117, 2.146, -0.944)  0.11
H (3.039, 3.200, -0.032)  0.11
H (2.639, 0.362, -0.943)  0.10
H (1.991, 0.747, 0.641)  0.06
H (1.477, 2.322, -1.930)  0.12
H (0.699, 2.673, -0.400)  0.08
H (0.352, 0.223, -2.207)  0.11
H (-0.817, 1.514, -1.920)  0.12
H (0.734, -1.123, 1.143)  -0.14
H (-3.842, -0.810, -1.234)  0.15
H (-3.522, 0.249, 0.136)  0.08
H (-2.514, -1.832, 1.320)  0.12
H (-2.339, -2.860, -1.252)  0.10
H (-3.879, -3.506, -0.712)  0.13
H (-2.865, -5.037, 0.682)  0.11
H (-1.737, -3.858, 1.320)  0.09
H (-0.715, -4.213, -1.239)  0.09
H (-1.378, -5.810, -0.910)  0.11
H (0.134, -6.224, 0.873)  0.11
H (0.354, -4.510, 1.201)  0.10
H (1.270, -5.589, -1.480)  0.11
H (1.913, -4.246, -0.542)  0.10
H (2.343, -7.091, -0.030)  0.06
H (2.832, -5.909, 0.976)  0.06
H (-5.688, -3.347, 1.730)  0.09
H (-4.015, -3.386, 2.257)  0.08
H (-7.720, -1.873, 2.838)  0.03
H (-7.214, -0.193, 3.100)  0.01
H (-7.609, -1.231, 4.485)  0.03
H (-3.233, -0.610, 4.111)  0.03
H (-4.597, 0.465, 4.487)  0.04
H (-4.099, 0.211, 2.797)  -0.01
H (-5.484, -2.344, 5.981)  0.03
H (-5.558, -3.840, 5.026)  0.03
H (-4.009, -2.992, 5.260)  0.03
C (-1.937, -1.246, -4.261)  -0.07
C (-0.796, -1.755, -5.125)  -0.27
O (-1.143, -1.973, -6.482)  -0.15
C (-1.637, -0.833, -7.164)  -0.28
C (-0.664, 0.332, -7.221)  -0.07
H (-2.780, -1.939, -4.293)  0.09
H (-1.608, -1.141, -3.228)  0.05
H (-2.292, -0.266, -4.587)  0.06
H (-0.458, -2.727, -4.764)  0.12
H (0.061, -1.074, -5.053)  0.11
H (-2.589, -0.510, -6.726)  0.10
H (-1.855, -1.178, -8.174)  0.12
H (-0.425, 0.717, -6.229)  0.06
H (-1.105, 1.150, -7.793)  0.07
H (0.267, 0.028, -7.701)  0.08
C (-6.012, 2.634, -6.524)  -0.08
C (-4.674, 1.973, -6.804)  -0.29
O (-3.699, 2.840, -7.356)  -0.17
C (-3.326, 3.945, -6.553)  -0.28
C (-2.726, 3.560, -5.210)  -0.08
H (-6.416, 3.080, -7.434)  0.08
H (-6.720, 1.889, -6.158)  0.08
H (-5.935, 3.416, -5.767)  0.07
H (-4.802, 1.189, -7.551)  0.12
H (-4.289, 1.489, -5.898)  0.10
H (-4.172, 4.627, -6.411)  0.11
H (-2.584, 4.477, -7.149)  0.12
H (-3.442, 3.041, -4.572)  0.07
H (-2.403, 4.458, -4.681)  0.08
H (-1.861, 2.910, -5.351)  0.07
C (10.301, 1.036, 6.669)  -0.08
C (10.885, 0.606, 5.334)  -0.28
O (10.148, 1.049, 4.210)  -0.18
C (10.015, 2.451, 4.061)  -0.28
C (11.333, 3.191, 3.918)  -0.08
H (9.270, 0.695, 6.763)  0.08
H (10.885, 0.603, 7.482)  0.08
H (10.316, 2.120, 6.794)  0.07
H (10.869, -0.482, 5.258)  0.12
H (11.934, 0.917, 5.260)  0.11
H (9.429, 2.874, 4.885)  0.11
H (9.422, 2.573, 3.154)  0.12
H (11.950, 3.112, 4.814)  0.07
H (11.142, 4.251, 3.743)  0.08
H (11.904, 2.799, 3.075)  0.08
C (-5.762, 3.420, 0.397)  -0.07
C (-5.896, 2.351, 1.467)  -0.28
O (-5.908, 2.847, 2.793)  -0.16
C (-6.964, 3.735, 3.114)  -0.28
C (-8.350, 3.133, 2.961)  -0.08
H (-4.860, 4.011, 0.559)  0.08
H (-5.698, 2.950, -0.585)  0.08
H (-6.616, 4.099, 0.382)  0.07
H (-5.030, 1.688, 1.432)  0.09
H (-6.780, 1.729, 1.278)  0.11
H (-6.884, 4.659, 2.530)  0.11
H (-6.789, 4.001, 4.156)  0.12
H (-8.575, 2.871, 1.927)  0.07
H (-9.101, 3.853, 3.289)  0.08
H (-8.446, 2.233, 3.570)  0.07

## Properties
Frontier orbital gap (eV): 9.260
Largest force on an atom (Eh/bohr): 0.0098
Calculated total energy (eV): -81420.296
Total charge: 0


ORCA calculation (ωB97M-V/def2-TZVPD) on a cluster of 16 separate species, C19H32Cl30I2N2 in total.

Last column: Löwdin charge in e.
Element x y z (Å)
N (4.763, 0.658, 3.146)  0.16
C (3.916, 1.428, 3.019)  -0.28
C (2.657, 2.231, 2.647)  -0.73
I (2.035, 1.823, 0.598)  0.93
C (1.488, 1.941, 3.649)  -0.79
I (0.198, 3.661, 3.813)  0.88
C (0.677, 0.726, 3.257)  -0.37
N (0.034, -0.121, 2.828)  0.17
H (2.922, 3.293, 2.707)  0.05
H (1.901, 1.738, 4.646)  0.08
C (-1.304, -3.795, 2.213)  -1.01
Cl (-0.892, -5.105, 3.331)  0.52
Cl (-1.149, -4.308, 0.529)  0.53
H (-2.329, -3.490, 2.395)  0.00
H (-0.632, -2.960, 2.388)  0.01
C (-4.482, -2.772, -1.066)  -1.03
Cl (-4.485, -1.167, -0.323)  0.49
Cl (-6.064, -3.550, -0.936)  0.50
H (-4.225, -2.672, -2.115)  0.03
H (-3.747, -3.387, -0.559)  -0.02
C (-1.257, 2.993, -1.835)  -0.99
Cl (-1.349, 4.283, -3.038)  0.51
Cl (0.171, 1.986, -2.092)  0.44
H (-1.204, 3.437, -0.846)  0.02
H (-2.144, 2.374, -1.917)  0.04
C (-3.548, 7.209, -2.070)  -1.03
Cl (-3.668, 5.938, -0.850)  0.49
Cl (-2.975, 8.728, -1.372)  0.51
H (-2.851, 6.891, -2.837)  0.00
H (-4.530, 7.371, -2.503)  0.03
C (2.220, -3.952, 4.726)  -1.04
Cl (3.162, -3.179, 3.450)  0.50
Cl (3.253, -4.846, 5.849)  0.53
H (1.683, -3.187, 5.278)  0.03
H (1.518, -4.638, 4.267)  -0.04
C (5.725, 0.899, -0.500)  -1.03
Cl (5.975, 0.753, -2.241)  0.49
Cl (5.386, 2.570, -0.039)  0.47
H (4.879, 0.279, -0.216)  -0.01
H (6.618, 0.566, 0.017)  0.03
C (2.277, 3.067, -4.862)  -1.06
Cl (3.223, 3.812, -6.158)  0.51
Cl (3.303, 2.130, -3.768)  0.47
H (1.782, 3.849, -4.295)  0.01
H (1.539, 2.405, -5.306)  -0.06
C (-0.945, 1.030, -7.363)  -1.04
Cl (-0.811, 2.147, -5.995)  0.52
Cl (-0.552, -0.627, -6.884)  0.51
H (-1.963, 1.058, -7.736)  -0.08
H (-0.254, 1.344, -8.139)  0.04
C (-4.877, 2.670, -8.895)  -1.05
Cl (-3.428, 2.773, -7.880)  0.58
Cl (-6.339, 3.012, -7.965)  0.50
H (-4.794, 3.391, -9.694)  -0.04
H (-4.949, 1.668, -9.306)  0.01
C (4.052, -2.369, -3.890)  -1.02
Cl (2.797, -1.934, -5.056)  0.50
Cl (3.610, -1.880, -2.251)  0.49
H (4.190, -3.445, -3.907)  0.02
H (4.975, -1.870, -4.165)  0.02
C (-3.792, -4.543, 5.788)  -1.01
Cl (-4.601, -5.251, 4.387)  0.51
Cl (-3.030, -3.000, 5.382)  0.52
H (-4.525, -4.375, 6.570)  0.02
H (-3.026, -5.229, 6.136)  0.03
C (-7.231, 1.841, -12.086)  -0.99
Cl (-7.322, 0.556, -10.876)  0.52
Cl (-6.663, 3.359, -11.379)  0.56
H (-6.541, 1.539, -12.866)  0.03
H (-8.219, 1.999, -12.504)  0.03
C (-4.526, -0.421, 7.816)  -1.04
Cl (-4.624, -1.692, 9.041)  0.49
Cl (-3.995, 1.114, 8.514)  0.50
H (-3.816, -0.724, 7.055)  -0.02
H (-5.508, -0.284, 7.376)  0.03
C (6.834, -4.123, 6.574)  -1.03
Cl (7.765, -4.566, 5.140)  0.52
Cl (7.664, -4.614, 8.060)  0.53
H (6.698, -3.048, 6.585)  -0.02
H (5.869, -4.616, 6.533)  -0.03
C (6.413, -1.422, 8.939)  -1.04
Cl (5.140, -1.055, 7.765)  0.51
Cl (5.935, -0.959, 10.576)  0.51
H (6.611, -2.491, 8.920)  -0.05
H (7.308, -0.872, 8.667)  0.03

## Properties
Frontier orbital gap (eV): 9.094
Largest force on an atom (Eh/bohr): 0.0406
Calculated total energy (eV): -415075.025
Total charge: 0